# C19H22ClNPb

C19H22ClNPb as an isolated structure at a distorted geometry (ωB97M-V/def2-TZVPD, the Open Molecules 2025 dataset).

Structure (ORCA input):
```
! wB97M-V def2-TZVPD RIJCOSX def2/J DEFGRID3
* xyz -2 1
C -1.26 1.51 -1.91
C -0.05 0.98 -2.41
C 0.88 2.06 -2.53
H 0.12 -0.05 -2.72
C 0.24 3.23 -2.05
C -1.08 2.89 -1.65
H -1.83 3.59 -1.27
H -2.18 0.94 -1.77
H 1.86 2.01 -2.99
H 0.65 4.24 -2.10
Pb 0.97 1.33 0.45
Cl -0.82 2.26 1.99
C 5.37 -0.21 1.04
C 5.92 0.89 0.32
C 6.00 0.52 -1.06
H 6.24 1.84 0.75
C 5.51 -0.81 -1.19
C 5.12 -1.27 0.11
H 4.72 -2.25 0.35
H 5.20 -0.26 2.12
H 6.40 1.14 -1.86
H 5.47 -1.39 -2.11
C -5.21 0.06 1.42
N -3.85 -0.41 1.52
C -3.27 -0.17 2.83
C -3.01 -0.13 0.37
C -1.77 -1.02 0.31
C -2.00 -2.42 0.30
C -0.93 -3.30 0.14
C 0.36 -2.81 -0.07
C 0.59 -1.43 -0.09
C -0.46 -0.56 0.19
H -5.77 -0.30 2.29
H -5.68 -0.33 0.51
H -5.27 1.16 1.39
H -2.31 -0.68 2.95
H -3.19 0.91 3.05
H -3.97 -0.61 3.55
H -3.64 -0.35 -0.52
H -2.76 0.94 0.31
H -3.01 -2.80 0.46
H -1.11 -4.37 0.16
H 1.20 -3.48 -0.21
H 1.62 -1.12 -0.34
*
```

Summary:
Energy relative to the best compared isomer or geometry (same formula, charge and spin)   8.8 kcal per mole
Orbital gap   5.5 eV
Calculated total energy   -39318.137 eV

Mulliken atomic charge list, values in e, 6 entries:
1. C -0.244
2. C -0.877
3. C -0.750
4. H 0.448
5. C -0.360
6. C -0.907

=====

# C31H36CuF2N3OS

C31H36CuF2N3OS as an isolated structure (ωB97M-V/def2-TZVPD, the Open Molecules 2025 dataset).

Structure (ORCA input):
```
! wB97M-V def2-TZVPD RIJCOSX def2/J DEFGRID3
* xyz 0 1
Cu -0.12 1.66 -0.39
F 4.62 -0.32 -1.65
C 3.88 0.78 -1.36
C 2.51 0.68 -1.32
C 1.71 1.79 -1.03
C 2.38 3.02 -0.81
C 3.77 3.05 -0.83
F 4.42 4.21 -0.54
C 4.56 1.96 -1.10
C 1.57 4.26 -0.62
C 1.99 5.50 -1.10
C 1.15 6.60 -1.00
C -0.10 6.45 -0.42
C -0.44 5.19 0.04
N 0.36 4.12 -0.06
H 2.06 -0.29 -1.51
H 5.64 2.02 -1.09
H 2.97 5.60 -1.55
H 1.47 7.56 -1.38
H -0.79 7.28 -0.32
H -1.40 5.03 0.52
C -2.66 0.16 -1.15
N -2.23 1.45 -0.60
C -2.69 2.52 -1.49
C -2.75 1.64 0.76
C -1.96 0.84 1.78
N -0.54 1.21 1.74
C -0.27 2.39 2.56
C 0.32 0.11 2.20
H -3.75 0.12 -1.23
H -2.31 -0.66 -0.52
H -2.22 0.02 -2.14
H -3.78 2.52 -1.59
H -2.24 2.38 -2.48
H -2.37 3.49 -1.11
H -3.81 1.36 0.81
H -2.68 2.70 1.00
H -2.04 -0.23 1.57
H -2.39 1.01 2.78
H -0.44 2.18 3.63
H -0.92 3.22 2.26
H 0.76 2.72 2.41
H 0.12 -0.15 3.25
H 1.36 0.41 2.10
H 0.16 -0.77 1.57
O -0.04 -1.60 -0.40
S -0.17 -2.56 -1.55
C 1.51 -3.15 -1.94
C 2.30 -3.56 -0.73
C 2.78 -2.59 0.15
C 3.46 -2.97 1.30
C 3.67 -4.31 1.58
C 3.21 -5.28 0.70
C 2.52 -4.91 -0.45
C -0.84 -4.08 -0.82
C -2.19 -3.74 -0.24
C -2.29 -3.34 1.09
C -3.51 -2.94 1.62
C -4.65 -2.93 0.82
C -4.56 -3.32 -0.51
C -3.33 -3.72 -1.03
H 1.97 -2.31 -2.46
H 1.37 -3.97 -2.66
H 2.61 -1.54 -0.07
H 3.83 -2.21 1.98
H 4.21 -4.60 2.48
H 3.38 -6.33 0.91
H 2.17 -5.67 -1.13
H -0.13 -4.39 -0.05
H -0.90 -4.83 -1.61
H -1.40 -3.33 1.71
H -3.57 -2.63 2.66
H -5.60 -2.62 1.23
H -5.44 -3.32 -1.14
H -3.26 -4.03 -2.07
*
```

Summary:
Orbital gap   7.1 eV
Calculated total energy   -100158.226 eV

Mulliken atomic charge list, values in e, 6 entries:
1. Cu -1.085
2. F -0.358
3. C 0.482
4. C 1.130
5. C -0.820
6. C 1.138

=====

# C9H27N9O9S2

A 5-piece molecular cluster, C9H27N9O9S2 overall at a distorted geometry (ωB97M-V/def2-TZVPD, the Open Molecules 2025 dataset).

Structure (ORCA input):
```
! wB97M-V def2-TZVPD RIJCOSX def2/J DEFGRID3
* xyz 0 1
C 3.18 -0.98 3.74
S 2.30 0.35 2.91
O 3.23 1.45 2.90
O 1.88 -0.01 1.57
C 0.81 0.88 3.93
N 1.31 1.93 4.81
C 0.31 -0.29 4.79
C -0.32 -1.44 3.99
C -1.62 -0.91 3.36
S -1.23 0.54 2.38
O -2.44 1.30 2.26
O -0.75 0.10 1.10
O -0.17 1.52 3.14
H 3.35 -0.68 4.78
H 2.68 -1.94 3.65
H 4.15 -1.01 3.26
H 0.49 2.33 5.25
H 1.85 1.47 5.53
H -0.47 0.12 5.44
H 1.13 -0.65 5.40
H -0.56 -2.25 4.67
H 0.35 -1.83 3.22
H -2.34 -0.70 4.14
H -2.04 -1.68 2.71
N 2.95 -1.32 -0.85
C 3.04 -2.34 -1.74
N 3.75 -2.09 -2.88
O 2.50 -3.43 -1.53
H 3.37 -0.41 -0.98
H 2.43 -1.48 -0.01
H 3.82 -2.83 -3.55
H 4.19 -1.21 -3.07
N -1.61 1.58 -1.25
C -2.31 1.72 -2.42
N -2.40 3.00 -2.90
O -2.82 0.77 -3.00
H -1.19 2.34 -0.77
H -1.53 0.66 -0.87
H -2.90 3.12 -3.76
H -1.99 3.79 -2.45
N -0.89 -4.64 -0.70
C -0.99 -3.65 0.23
N 0.06 -2.79 0.31
O -1.97 -3.54 0.97
H -0.09 -4.74 -1.31
H -1.65 -5.28 -0.78
H -0.02 -2.05 0.98
H 0.88 -2.85 -0.27
N -1.38 3.81 -7.49
C -2.64 4.23 -7.19
N -3.40 3.33 -6.48
O -3.07 5.32 -7.52
H -1.01 2.92 -7.22
H -0.80 4.44 -8.00
H -4.33 3.60 -6.25
H -3.07 2.42 -6.20
*
```

Summary:
SMILES string   CS(=O)(=O)[C@]1(N)CCCS(=O)(=O)O1.NC(N)=O.NC(N)=O.NC(N)=O.NC(N)=O
Orbital gap   9.4 eV
Calculated total energy   -63282.535 eV

Mulliken atomic charge list, values in e, 6 entries:
1. C -1.221
2. S 1.207
3. O -0.684
4. O -0.580
5. C 0.414
6. N -0.606

=====

# FHIPS

A 2-piece molecular cluster, FHIPS overall at a distorted geometry (ωB97M-V/def2-TZVPD, the Open Molecules 2025 dataset).

Structure (ORCA input):
```
! wB97M-V def2-TZVPD RIJCOSX def2/J DEFGRID3
* xyz 0 1
F -1.31 0.69 -1.86
P -1.38 0.89 -0.16
S -1.44 2.77 0.32
I -3.42 -0.49 0.16
H 0.20 -0.21 -0.28
*
```

Summary:
Energy relative to the best compared isomer or geometry (same formula, charge and spin)   39.6 kcal per mole
Orbital gap   7.8 eV
Calculated total energy   -30957.895 eV

Partial atomic charges computed with the Mulliken method, in multiples of e:
1. F -0.254
2. P 0.253
3. S -0.246
4. I 0.096
5. H 0.151

=====

# C42H60Br2N8O2

A 11-piece molecular cluster, C42H60Br2N8O2 overall at a distorted geometry (ωB97M-V/def2-TZVPD, the Open Molecules 2025 dataset).

Structure (ORCA input):
```
! wB97M-V def2-TZVPD RIJCOSX def2/J DEFGRID3
* xyz 0 1
C 11.18 -32.72 -4.12
C 10.32 -32.78 -5.20
C 10.99 -33.35 -6.23
N 12.16 -33.89 -5.73
C 12.27 -33.47 -4.43
H 11.00 -32.24 -3.16
H 9.35 -32.31 -5.13
H 10.86 -33.51 -7.29
H 12.92 -34.34 -6.21
H 13.11 -33.72 -3.79
C 13.92 -35.34 -7.77
C 13.81 -34.05 -8.42
C 14.74 -33.25 -7.88
N 15.46 -33.97 -6.91
C 14.79 -35.15 -6.76
H 13.27 -36.12 -8.14
H 13.01 -33.90 -9.12
H 15.01 -32.23 -8.11
H 16.21 -33.52 -6.40
H 15.15 -35.89 -6.06
C 16.53 -29.55 -8.81
C 17.48 -30.45 -8.33
C 18.05 -30.94 -9.43
N 17.64 -30.28 -10.50
C 16.64 -29.40 -10.20
H 15.80 -29.11 -8.14
H 17.62 -30.61 -7.27
H 18.99 -31.47 -9.47
H 17.98 -30.44 -11.44
H 16.06 -28.84 -10.92
C 13.02 -29.73 0.61
C 11.93 -28.89 0.83
C 11.50 -28.75 -0.53
N 12.34 -29.35 -1.44
C 13.24 -30.09 -0.79
H 13.60 -30.13 1.43
H 11.47 -28.43 1.69
H 10.82 -28.03 -0.96
H 12.27 -29.25 -2.45
H 13.86 -30.71 -1.42
C 17.10 -28.79 -0.33
C 17.63 -28.14 0.81
C 18.78 -27.53 0.43
N 19.11 -27.94 -0.86
C 18.07 -28.72 -1.34
H 16.12 -29.25 -0.35
H 17.04 -28.07 1.71
H 19.42 -26.92 1.05
H 19.97 -27.77 -1.36
H 18.12 -29.16 -2.33
C 20.67 -28.16 -4.27
C 21.63 -27.85 -3.35
C 21.80 -28.98 -2.61
N 20.96 -29.94 -3.08
C 20.28 -29.51 -4.19
H 20.28 -27.54 -5.05
H 22.24 -26.96 -3.44
H 22.47 -29.23 -1.80
H 20.87 -30.91 -2.81
H 19.67 -30.28 -4.64
C 20.86 -37.38 -4.63
C 20.51 -36.60 -3.57
C 20.34 -35.31 -3.99
N 20.41 -35.35 -5.34
C 20.70 -36.59 -5.77
H 21.00 -38.45 -4.58
H 20.45 -36.92 -2.54
H 20.07 -34.43 -3.42
H 20.34 -34.50 -5.88
H 20.86 -36.67 -6.84
C 13.66 -28.72 -4.81
C 12.48 -28.00 -4.43
C 11.33 -28.79 -4.63
N 11.83 -29.94 -5.24
C 13.19 -29.92 -5.24
H 14.68 -28.36 -4.83
H 12.53 -27.03 -3.96
H 10.27 -28.70 -4.45
H 11.30 -30.76 -5.48
H 13.67 -30.81 -5.63
C 15.82 -31.67 -3.54
C 15.98 -32.99 -2.81
C 17.24 -33.66 -3.47
O 17.48 -32.88 -4.58
C 17.10 -31.50 -4.36
H 15.62 -30.80 -2.92
H 14.97 -31.73 -4.22
H 15.04 -33.52 -2.96
H 16.06 -32.96 -1.72
H 17.18 -34.73 -3.63
H 18.13 -33.47 -2.87
H 16.89 -30.91 -5.25
H 17.79 -30.85 -3.83
C 19.64 -32.38 1.36
C 20.15 -33.50 0.68
C 20.79 -32.98 -0.69
O 19.75 -32.17 -1.05
C 19.23 -31.49 0.09
H 20.28 -31.86 2.08
H 18.73 -32.62 1.90
H 19.38 -34.23 0.42
H 20.96 -33.92 1.28
H 20.81 -33.78 -1.43
H 21.73 -32.43 -0.63
H 18.17 -31.33 -0.10
H 19.66 -30.49 0.23
Br 17.38 -40.34 -6.36
C 17.44 -38.37 -6.03
C 17.51 -38.02 -4.52
Br 15.70 -37.83 -3.72
H 16.50 -37.96 -6.40
H 18.26 -38.00 -6.64
H 18.00 -37.06 -4.34
H 18.02 -38.83 -4.00
*
```

Summary:
SMILES string   c1cc[nH]c1.c1cc[nH]c1.c1cc[nH]c1.c1cc[nH]c1.c1cc[nH]c1.c1cc[nH]c1.c1cc[nH]c1.c1cc[nH]c1.C1CCOC1.C1CCOC1.BrCCBr
Orbital gap   7.8 eV
Calculated total energy   -200621.953 eV

Mulliken atomic charge list, values in e, 6 entries:
1. C 0.001
2. C -1.349
3. C 0.010
4. N -0.001
5. C -0.729
6. H 0.483

=====

# F2H3N2PS

A 2-piece molecular cluster, F2H3N2PS overall at a distorted geometry (ωB97M-V/def2-TZVPD, the Open Molecules 2025 dataset).

Structure (ORCA input):
```
! wB97M-V def2-TZVPD RIJCOSX def2/J DEFGRID3
* xyz 0 1
N 0.33 -0.15 0.15
N -0.80 -0.64 -0.45
F -2.07 -0.31 1.68
F -1.32 2.47 0.41
P -2.30 0.06 0.12
S -3.92 -0.67 -0.64
H 0.25 0.80 -0.04
H 0.31 -0.52 1.07
H -0.89 -0.40 -1.50
*
```

Summary:
Energy relative to the best compared isomer or geometry (same formula, charge and spin)   83.1 kcal per mole
Orbital gap (alpha / beta)   7.4 / 7.4 eV
Calculated total energy   -28585.562 eV

Mulliken atomic charge list, values in e, 6 entries:
1. N -0.480
2. N -0.224
3. F -0.225
4. F -0.619
5. P 0.807
6. S -0.198

=====

# C3H29NO12S2

A 12-piece molecular cluster, C3H29NO12S2 overall at a distorted geometry (ωB97M-V/def2-TZVPD, the Open Molecules 2025 dataset).

Structure (ORCA input):
```
! wB97M-V def2-TZVPD RIJCOSX def2/J DEFGRID3
* xyz 0 1
O -0.23 0.99 -2.16
C 0.00 0.14 -1.33
N -0.69 0.09 -0.14
C -0.29 -0.77 0.95
C -1.58 -1.48 1.55
S -1.36 -3.35 1.80
S 0.46 -3.87 1.26
H 0.82 -0.66 -1.28
H -1.14 0.94 0.18
H 0.44 -1.51 0.61
H 0.28 -0.20 1.71
H -2.34 -1.54 0.74
H -2.01 -1.15 2.49
H 1.30 -3.43 2.14
O 1.34 2.45 3.54
H 1.00 1.98 4.28
H 0.73 2.30 2.77
O -0.36 2.34 1.43
H -1.24 2.69 1.66
H 0.16 2.98 0.97
O -3.39 -0.58 -2.01
H -3.28 0.23 -2.50
H -3.17 -0.21 -1.15
O -2.44 2.57 -1.80
H -1.44 2.42 -1.89
H -2.62 3.43 -2.25
O 1.10 -2.87 -1.95
H 1.49 -3.56 -2.54
H 0.34 -2.52 -2.42
O 1.22 4.04 0.11
H 2.05 3.86 0.57
H 1.20 3.50 -0.68
O 2.94 2.09 -0.68
H 3.34 1.94 0.21
H 2.85 1.21 -1.09
O 3.51 2.19 1.76
H 3.79 3.09 1.97
H 2.60 1.97 2.02
O 3.54 -0.63 -2.05
H 3.88 -1.15 -1.29
H 2.65 -0.90 -2.29
O -1.13 -2.31 -3.35
H -1.39 -1.55 -2.87
H -1.85 -2.37 -4.01
O -2.69 3.32 0.74
H -2.43 3.29 -0.20
H -3.64 3.28 0.91
*
```

Summary:
SMILES string   O=CNCCSS.O.O.O.O.O.O.O.O.O.O.O
Energy relative to the best compared isomer or geometry (same formula, charge and spin)   5.7 kcal per mole
Orbital gap   8.9 eV
Calculated total energy   -51312.631 eV

Mulliken atomic charge list, values in e, 6 entries:
1. O -0.712
2. C 0.298
3. N 0.413
4. C -0.278
5. C -0.383
6. S -0.084

=====

# C12H36O8S6V

C12H36O8S6V as an isolated structure at a distorted geometry (ωB97M-V/def2-TZVPD, the Open Molecules 2025 dataset).

Structure (ORCA input):
```
! wB97M-V def2-TZVPD RIJCOSX def2/J DEFGRID3
* xyz 1 1
O 0.18 -2.66 0.36
V -0.51 -1.50 -0.52
O -1.21 -2.17 -1.78
C -1.08 -0.48 6.18
S -2.46 -0.86 5.04
O -1.98 -0.75 3.57
C -2.36 -2.67 5.25
H -1.31 -1.04 7.09
H -1.13 0.55 6.52
H -0.08 -0.83 5.91
H -1.44 -3.03 4.77
H -3.12 -3.32 4.80
H -2.15 -2.97 6.28
C -6.80 -5.00 -2.10
S -7.05 -3.40 -1.14
O -5.61 -2.92 -0.86
C -7.67 -2.47 -2.59
H -6.44 -5.86 -1.53
H -6.11 -4.82 -2.93
H -7.70 -5.30 -2.64
H -8.65 -2.90 -2.81
H -7.15 -2.64 -3.53
H -7.85 -1.42 -2.35
C 6.47 -2.21 1.28
S 7.25 -3.43 2.47
O 8.73 -3.19 2.32
C 6.61 -2.50 3.97
H 5.40 -2.12 1.43
H 6.65 -2.57 0.26
H 6.90 -1.21 1.32
H 6.75 -3.11 4.86
H 5.58 -2.13 3.96
H 7.24 -1.62 4.13
C -4.64 3.39 -0.49
S -3.17 3.73 -1.63
O -2.49 2.40 -1.93
C -4.15 4.05 -3.17
H -5.36 4.19 -0.63
H -4.42 3.40 0.58
H -5.04 2.42 -0.77
H -4.81 4.91 -3.06
H -4.74 3.15 -3.39
H -3.53 4.17 -4.06
C 1.50 4.88 2.13
S 2.69 3.39 2.10
O 2.05 2.44 1.11
C 4.17 4.16 1.32
H 1.57 5.43 3.06
H 0.45 4.61 2.00
H 1.64 5.43 1.20
H 3.83 4.42 0.32
H 5.01 3.48 1.38
H 4.35 5.07 1.90
C 4.75 1.19 -5.08
S 3.94 -0.48 -4.81
O 2.94 -0.40 -3.66
C 2.85 -0.42 -6.32
H 5.69 1.33 -4.54
H 4.08 1.95 -4.69
H 4.88 1.42 -6.14
H 3.57 -0.59 -7.12
H 2.44 0.59 -6.28
H 2.05 -1.15 -6.31
*
```

Summary:
Energy relative to the best compared isomer or geometry (same formula, charge and spin)   142.5 kcal per mole
Orbital gap   3.7 eV
Calculated total energy   -120090.071 eV

Mulliken atomic charge list, values in e, 6 entries:
1. O -0.485
2. V 1.930
3. O -0.452
4. C -0.927
5. S 0.477
6. O -0.611

=====

> Which of these has the lowest calculated total energy?

C42H60Br2N8O2